*1*
A cluster of 2 separate species, CH3O4Si in total. Source: the Open Molecules 2025 dataset; level of theory: the ωB97M-V functional and the def2-TZVPD basis.

Properties
**Net charge**: -1

Element x y z (Å)
Si: 0.8136 -1.2554 -0.7769
O: 1.1053 2.2145 -1.2098
O: 1.8285 -2.2189 -0.1210
O: -1.7703 0.4450 1.9569
O: 0.3772 0.1430 -0.2135
C: 0.2418 1.7716 -0.5111
H: -1.5867 1.0084 1.1698
H: 0.1566 -1.8127 -2.0886
H: -1.1661 -0.2956 1.7943



*2*
The ion CH3O4Si with charge -1. Source: the Open Molecules 2025 dataset; level of theory: the ωB97M-V functional and the def2-TZVPD basis.

Properties
**SMILES string**: O=C([O-])[SiH](O)O
**Net charge**: -1

Element x y z (Å)
Si: -0.2823 -0.1275 0.5140
O: -1.6891 0.5556 0.0013
O: 0.2402 0.8267 1.7759
O: 2.0866 -0.5196 -1.1167
O: -0.0157 -0.2040 -2.0458
C: 0.7784 -0.3130 -1.0672
H: -0.8876 -1.3312 0.9192
H: -1.4470 0.3817 -0.9382
H: 1.2166 0.7313 1.9574



*3*
The ion CH3O4Si with charge -1. Source: the Open Molecules 2025 dataset; level of theory: the ωB97M-V functional and the def2-TZVPD basis.

Properties
**SMILES string**: O=C([O-])[SiH](O)O
**Net charge**: -1

Element x y z (Å)
Si: 0.2393 0.4158 0.3386
O: 1.0182 -0.3349 -2.1986
O: -1.1688 -0.4732 -1.7889
O: -1.1462 0.9518 1.1186
O: 0.5269 -1.0833 1.2639
C: 0.0316 -0.2437 -1.4795
H: -1.9340 0.7321 0.7049
H: 1.0520 1.5684 0.6373
H: 1.3810 -1.5331 1.4036



Stability summary: most stable *2*, least stable *1*.



*1*
A cluster of 2 separate species, C6H14O in total. Source: the Open Molecules 2025 dataset; level of theory: the ωB97M-V functional and the def2-TZVPD basis.

Element x y z (Å)
O: -1.0497 -0.1776 -1.7869
C: -1.0195 -0.7654 -0.5551
C: 1.9353 0.0044 -0.3467
C: -2.2491 -1.5495 -0.1357
C: 1.2173 1.9117 1.1300
C: -0.4443 0.1496 0.5010
C: 0.7856 0.9349 0.0377
H: -2.7251 -1.2747 0.8147
H: 2.2928 -0.5436 0.5345
H: 2.7748 0.5793 -0.7529
H: -1.1997 0.8509 0.9037
H: 2.1000 2.4796 0.8173
H: -2.9928 -1.7248 -0.9236
H: -1.5447 -2.3841 -0.0787
H: -0.1181 -1.9968 -0.6028
H: 0.4964 1.5151 -0.8499
H: -1.5890 -0.7349 -2.3618
H: 1.4767 1.3718 2.0497
H: 0.4213 2.6271 1.3712
H: 1.6232 -0.7400 -1.0846
H: -0.1916 -0.5331 1.3190



*2*
An isolated molecule of C6H14O. Source: the Open Molecules 2025 dataset; level of theory: the ωB97M-V functional and the def2-TZVPD basis.

Properties
**SMILES string**: CC(C)C[C@@H](C)O

Element x y z (Å)
O: 1.5240 -1.3188 0.6391
C: -1.7323 -0.5796 -1.1961
C: 2.6480 0.6781 -0.1295
C: 1.4210 -0.2179 -0.2562
C: -2.1245 0.3123 1.1287
C: 0.1503 0.5317 0.1212
C: -1.1149 -0.3355 0.1830
H: -1.0646 -1.1531 -1.8499
H: -1.6891 0.4363 2.1270
H: -0.8215 -1.3050 0.6031
H: 0.3240 0.9813 1.1086
H: 2.5614 1.5776 -0.7487
H: 0.0035 1.3632 -0.5836
H: 3.5605 0.1482 -0.4292
H: 2.7586 0.9848 0.9169
H: 2.3563 -1.7717 0.4578
H: -2.4163 1.3060 0.7643
H: -1.9665 0.3681 -1.6992
H: -2.6678 -1.1449 -1.1061
H: 1.3353 -0.5864 -1.2932
H: -3.0324 -0.2931 1.2265



Stability summary: most stable *2*, least stable *1*.



*1*
A cluster of 2 separate species, C6H14O in total. Source: the Open Molecules 2025 dataset; level of theory: the ωB97M-V functional and the def2-TZVPD basis.

Properties
**SMILES string**: C1CCCC1.CO

Element x y z (Å)
O: 2.1581 -0.1911 0.1308
C: -0.4194 -0.5700 0.9001
C: -1.3991 -1.2852 -0.0546
C: 3.4580 0.1052 -0.2476
C: -2.3168 -0.1547 -0.6081
C: -0.3528 0.8615 0.3838
C: -1.8173 1.1571 0.0361
H: -2.2433 -0.1125 -1.7064
H: -0.8549 -1.7494 -0.8890
H: 4.2421 -0.7069 0.0168
H: -1.9399 2.0426 -0.5976
H: 3.4447 0.4119 -1.3132
H: 1.8671 -0.6421 -0.7157
H: -1.9511 -2.0679 0.4610
H: 3.8046 1.0509 0.1513
H: 0.0673 1.5642 1.1021
H: 0.5533 -1.0852 0.9631
H: -2.3719 1.3644 0.9627
H: -3.3725 -0.3400 -0.3715
H: 0.2686 0.9178 -0.5281
H: -0.8247 -0.5705 1.9242



*2*
A cluster of 2 separate species, C6H14O in total. Source: the Open Molecules 2025 dataset; level of theory: the ωB97M-V functional and the def2-TZVPD basis.

Properties
**SMILES string**: C=C(CC)CC.O

Element x y z (Å)
O: 0.7403 -0.5848 -5.0186
C: -0.2079 1.6572 1.0018
C: 1.2710 -0.3648 0.7103
C: -1.2229 -0.5269 0.3237
C: -2.7023 -0.0506 0.3355
C: 2.1499 0.0147 1.8871
C: -0.1338 0.3310 0.8392
H: 1.6831 -0.3021 -4.9291
H: -1.1580 -1.4671 0.9074
H: 1.5551 -0.0857 2.8789
H: -3.3157 -0.8619 -0.1743
H: 2.3737 1.1248 1.8341
H: 0.9665 -1.5630 0.6837
H: -2.7628 0.8463 -0.2132
H: -1.1924 2.2423 1.2599
H: 0.6923 -1.2118 -5.7614
H: 2.9802 -0.7859 2.0290
H: 1.6588 -0.2184 -0.3020
H: 0.5970 2.3982 0.9493
H: -2.9712 0.2241 1.4045
H: -1.0010 -0.8157 -0.6457



Stability summary: most stable *1*, least stable *2*.



*1*
An isolated molecule of C6H14O. Source: the Open Molecules 2025 dataset; level of theory: the ωB97M-V functional and the def2-TZVPD basis.

Properties
**SMILES string**: CCCCCCO

Element x y z (Å)
O: 4.0041 -0.6036 0.2324
C: 1.6922 -0.0477 0.4024
C: 0.4032 0.2327 -0.3668
C: -3.4107 -0.0223 0.4516
C: 2.8534 -0.3157 -0.5387
C: -2.1357 0.3338 -0.3345
C: -0.8540 0.2567 0.5010
H: 1.5631 -0.9273 1.0466
H: 0.2723 -0.5488 -1.1304
H: 0.4945 1.1811 -0.9163
H: -0.8777 -0.6528 1.1183
H: -4.1969 0.7285 0.3260
H: -2.2193 1.3384 -0.7681
H: -0.8163 1.1023 1.2031
H: 2.5944 -1.1627 -1.1961
H: -2.0304 -0.3473 -1.1888
H: 1.9500 0.7915 1.0605
H: -3.2067 -0.1057 1.5245
H: 4.7251 -0.8048 -0.3748
H: 3.0162 0.5616 -1.1871
H: -3.8209 -0.9880 0.1352



*2*
An isolated molecule of C6H14O. Source: the Open Molecules 2025 dataset; level of theory: the ωB97M-V functional and the def2-TZVPD basis.

Properties
**SMILES string**: COCC(C)(C)C

Element x y z (Å)
O: 1.1716 -1.0923 -0.4772
C: 0.8150 0.2297 -0.1435
C: -1.4643 -0.2255 -1.0657
C: -0.6858 0.3127 0.1382
C: 2.5598 -1.2792 -0.6216
C: -1.0515 1.7815 0.3744
C: -1.0151 -0.5167 1.3834
H: -1.2374 0.3532 -1.9698
H: 2.7329 -1.9140 -1.4965
H: 1.0752 0.9063 -0.9776
H: -1.2016 -1.2698 -1.2554
H: 2.9884 -1.7667 0.2656
H: -2.0906 -0.4836 1.5929
H: 1.3754 0.5659 0.7467
H: -2.1225 1.8775 0.5870
H: -0.4886 -0.1316 2.2666
H: -0.8310 2.3969 -0.5068
H: 3.0851 -0.3263 -0.7759
H: -0.5048 2.2016 1.2274
H: -0.7211 -1.5614 1.2388
H: -2.5445 -0.1629 -0.8859



*3*
A cluster of 2 separate species, C6H14O in total. Source: the Open Molecules 2025 dataset; level of theory: the ωB97M-V functional and the def2-TZVPD basis.

Properties
**SMILES string**: C=CCCCC.O

Element x y z (Å)
O: -2.5522 3.9773 -1.0022
C: 0.3430 -0.6316 -0.9639
C: 1.3035 0.2817 -0.2432
C: 2.5758 0.4946 -0.5410
C: 0.0504 -1.9368 1.2617
C: -1.1129 -1.0577 1.7318
C: 0.1843 -1.9902 -0.2630
H: -0.0994 -2.9562 1.6063
H: -2.3360 4.9120 -1.0227
H: -1.0036 -0.8200 2.7878
H: 0.7754 -0.8371 -1.9353
H: -2.0733 -1.5705 1.6655
H: -1.7331 3.5183 -0.7955
H: 3.1231 1.2574 0.0073
H: 0.9508 -1.5150 1.7170
H: 1.1007 -2.5462 -0.5055
H: -0.6439 -2.5806 -0.6471
H: -0.6297 -0.1360 -0.9967
H: 0.8392 0.9636 0.4599
H: -1.1435 -0.1167 1.1830
H: 3.0910 -0.1734 -1.2209



Stability summary: most stable *1*, least stable *3*.



*1*
A cluster of 2 separate species, C6H14O in total. Source: the Open Molecules 2025 dataset; level of theory: the ωB97M-V functional and the def2-TZVPD basis.

Element x y z (Å)
O: -3.1108 0.2358 -0.4230
C: -1.0417 -0.3634 1.5881
C: -1.1604 0.9625 0.8832
C: 1.3830 -1.0330 0.3901
C: -1.8502 0.8951 -0.4854
C: 1.5424 -0.5789 -1.0325
C: 2.7615 0.1616 -1.3153
H: -2.0639 1.9255 -0.7736
H: 1.0396 -1.2397 -1.7323
H: 2.2753 -0.7753 0.9687
H: 3.7328 -0.3353 -1.2868
H: -1.3695 -1.2151 0.9848
H: 1.2330 0.5386 -0.8499
H: -1.4821 -0.4882 2.5724
H: -3.0882 -0.3602 0.3326
H: 1.2659 -2.1146 0.4613
H: -1.7396 1.6194 1.5306
H: 0.3903 -0.6471 0.8811
H: -1.2338 0.4526 -1.2709
H: 2.7172 0.9048 -2.1045
H: -0.2008 1.4550 0.6813



*2*
A cluster of 2 separate species, C6H14O in total. Source: the Open Molecules 2025 dataset; level of theory: the ωB97M-V functional and the def2-TZVPD basis.

Properties
**SMILES string**: C/C=C/C(C)C.O

Element x y z (Å)
O: 5.3536 0.2670 0.1786
C: -0.4214 0.1945 0.0462
C: -2.6548 -1.1511 0.3325
C: -2.6402 1.3844 0.0069
C: 0.5442 -0.6455 -0.3082
C: 2.0510 -0.3963 0.0346
C: -1.9072 0.0522 -0.3282
H: -2.2973 1.5973 1.0214
H: 2.7106 -0.8165 -0.7287
H: 2.3510 -0.9298 0.9413
H: -2.1588 -2.0741 -0.0183
H: 2.2947 0.6387 0.1976
H: -1.8639 -0.1660 -1.4071
H: -3.6863 1.3710 0.0317
H: -0.1923 1.1429 0.6149
H: -2.4466 -1.0046 1.4531
H: 4.6335 0.9346 -0.0621
H: 5.9220 0.2128 -0.5739
H: 0.3343 -1.5686 -0.7923
H: -3.6838 -1.2096 -0.0239
H: -2.2421 2.1666 -0.6160



*3*
A cluster of 3 separate species, C6H14O in total. Source: the Open Molecules 2025 dataset; level of theory: the ωB97M-V functional and the def2-TZVPD basis.

Properties
**SMILES string**: C=CC.C=CC.O

Element x y z (Å)
O: -0.8387 0.3853 -1.8747
C: 1.3479 1.7231 0.3746
C: -2.9769 -0.5598 -0.5057
C: 2.1435 0.7241 1.1480
C: -0.8685 -1.5073 0.4941
C: 3.4178 0.4347 0.9337
C: -1.9252 -1.4255 -0.5498
H: 0.1205 -1.3926 0.0524
H: -1.8590 -2.1418 -1.3599
H: -3.8373 -0.7049 -1.1445
H: 3.9809 0.9236 0.1503
H: 1.9848 2.2995 -0.2957
H: -3.1233 0.0481 0.3777
H: 3.9571 -0.2651 1.5549
H: -0.9922 -0.7325 1.2466
H: 1.6112 0.2108 1.9428
H: -1.8887 0.3140 -1.5132
H: 0.8282 2.4089 1.0461
H: 0.5953 1.2210 -0.2374
H: -0.9237 -2.4806 0.9870
H: -0.7535 0.5170 -2.8270



Stability summary: most stable *2*, least stable *1*.